This record from OMol25 describes the molecule C6H7PS at a distorted geometry. The level of theory is ωB97M-V/def2-TZVPD.

Geometry as XYZ:
```
15
Properties=species:S:1:pos:R:3:nbo_charge:R:1
S -2.319 0.401 -0.274 -0.052
P 0.048 -0.558 2.950 0.426
C 0.792 -0.479 -1.459 -0.219
C 0.011 -0.521 1.242 -0.354
C 0.994 -1.708 -0.693 -0.183
C -0.553 0.553 0.358 -0.380
C 0.166 0.555 -0.938 -0.187
C 0.745 -1.555 0.608 -0.229
H 0.115 1.505 -1.456 0.218
H -0.789 0.635 3.171 -0.056
H 1.079 -2.287 1.319 0.210
H 1.501 -2.498 -1.170 0.219
H 1.344 -0.335 -2.370 0.217
H -2.944 0.191 0.930 0.126
H -0.708 1.478 0.809 0.245
```

For the HOMO energy, the calculation gives -8.07 eV. Its SMILES is [H]/P=C1/C=CC=C[C@H]1S. The frontier orbital gap is 7.1 eV. Its LUMO energy is -0.94 eV.